No. 1
{"formula": "C4H11NOP", "method": "wB97M-V/def2-TZVPD", "elements": ["C", "C", "C", "C", "N", "O", "P", "H", "H", "H", "H", "H", "H", "H", "H", "H", "H", "H"], "coordinates": [[0.66675, 2.17961, 0.67631], [-0.83653, -2.34184, 1.34628], [-0.04225, -0.52535, -1.84049], [0.83743, 0.82337, 0.06027], [0.33518, 0.83363, -1.38565], [-0.12478, 0.01805, 2.54262], [-0.18148, -0.47917, 1.20213], [1.42242, 2.31085, 1.39108], [-0.17827, 2.13768, 1.27241], [0.62989, 2.94014, -0.03326], [0.00822, -2.94510, 1.02319], [-1.66627, -2.55966, 0.73089], [-1.01601, -2.52298, 2.31987], [0.81742, -1.11998, -2.15337], [-0.58950, -1.04799, -0.99922], [-0.72226, -0.49896, -2.78090], [1.10079, 1.24370, -1.91381], [-0.46077, 1.55403, -1.45836]], "nbo_charge": [-0.7110, -0.8315, -0.4251, -0.2071, -0.5681, -0.9631, 1.6145, 0.2640, 0.2495, 0.2226, 0.2544, 0.2495, 0.2601, 0.2556, 0.2081, 0.2559, 0.4468, 0.4249], "molar_mass_g_mol": 120.11, "de_lowest_kj_mol": 307.2, "fmax_ha_per_bohr": 0.09509, "orbital_gap_ev": [7.8, 7.8], "energy_ha": -629.966226, "total_charge": 1}

No. 2
{"formula": "C4H11NOS", "method": "wB97M-V/def2-TZVPD", "elements": ["C", "N", "C", "O", "C", "C", "S", "H", "H", "H", "H", "H", "H", "H", "H", "H", "H", "H"], "coordinates": [[0.68375, -0.81096, -0.57821], [1.17132, -0.10931, 0.62324], [1.91420, -1.07480, 1.50048], [1.58190, -0.89410, 2.83947], [0.18408, 0.10049, -1.70453], [-1.30932, 0.24648, -1.78083], [-2.06018, 1.19490, -0.39606], [-0.06901, -1.57635, -0.35056], [1.59576, -1.29404, -0.93885], [0.39050, 0.15318, 1.21721], [1.53058, -2.07480, 1.27323], [2.97276, -0.98374, 1.25461], [1.87640, -0.03977, 3.16269], [0.72137, 1.04918, -1.62933], [0.54494, -0.31274, -2.65074], [-1.68396, 0.61197, -2.73260], [-1.76922, -0.73848, -1.65777], [-2.43839, 2.27666, -1.09358]], "nbo_charge": [-0.2248, -0.6478, 0.1015, -0.7127, -0.4331, -0.4993, -0.0754, 0.1674, 0.1915, 0.3589, 0.1463, 0.1516, 0.4717, 0.2260, 0.2109, 0.2280, 0.2101, 0.1292], "molar_mass_g_mol": 121.20, "de_lowest_kj_mol": 141.4, "fmax_ha_per_bohr": 0.03186, "smiles": "OCNCCCS", "orbital_gap_ev": 10.0, "energy_ha": -687.155466, "total_charge": 0}

No. 3
{"formula": "C4H11NOS", "method": "wB97M-V/def2-TZVPD", "elements": ["C", "N", "C", "C", "S", "C", "O", "H", "H", "H", "H", "H", "H", "H", "H", "H", "H", "H"], "coordinates": [[0.43864, 1.05931, -1.80980], [-0.07901, -0.34932, -1.41674], [-0.43144, -0.42703, -0.06678], [0.88291, -0.75761, 0.94436], [1.66046, -2.32887, 0.60256], [-1.01104, 0.97461, 0.40354], [-1.47549, 0.78439, 1.79958], [1.03141, 1.54023, -1.03323], [1.15707, 1.10787, -2.68037], [-0.52921, 1.48442, -2.02433], [0.66609, -0.92150, -1.64031], [-0.85049, -1.47715, 0.19919], [0.38610, -0.81095, 1.98416], [1.61534, 0.09739, 0.90619], [1.03320, -3.10564, 1.47609], [-0.29808, 1.65307, 0.62845], [-1.86991, 1.07102, -0.20132], [-2.32654, 0.40577, 1.92876]], "nbo_charge": [-0.4523, -0.6303, -0.0474, -0.6057, -0.0414, -0.0845, -0.7589, 0.1762, 0.2125, 0.2088, 0.3599, 0.2092, 0.2487, 0.2118, 0.1257, 0.2040, 0.1932, 0.4703], "molar_mass_g_mol": 121.20, "de_lowest_kj_mol": 328.4, "fmax_ha_per_bohr": 0.14846, "smiles": "CN[C@H](CO)CS", "orbital_gap_ev": 9.2, "energy_ha": -687.084241, "total_charge": 0}

No. 4
{"formula": "C4H11NOS", "method": "wB97M-V/def2-TZVPD", "elements": ["C", "C", "C", "C", "N", "O", "S", "H", "H", "H", "H", "H", "H", "H", "H", "H", "H", "H"], "coordinates": [[0.18675, 0.55164, 2.48497], [-1.30004, 0.18754, -0.92549], [1.03888, 0.70149, -1.81869], [0.73831, -1.80273, 0.96652], [0.21631, 0.01759, -0.75609], [2.21358, 0.31887, 0.68283], [0.86460, -0.03018, 0.95243], [0.51666, 1.55769, 2.62860], [-0.92906, 0.55118, 2.13940], [-1.80939, 1.01593, -0.57073], [-1.51747, 0.15904, -2.02448], [-1.66447, -0.74060, -0.60112], [0.97314, 0.21240, -2.78916], [0.74496, 1.82443, -2.06648], [2.02093, 0.85417, -1.35015], [0.96617, -2.45419, 1.85630], [-0.28315, -1.99430, 0.40744], [1.48010, -1.88078, 0.09584]], "nbo_charge": [-0.9190, -0.4222, -0.4340, -0.8669, -0.6786, -0.9596, 1.8865, 0.2073, 0.1881, 0.1976, 0.2070, 0.1934, 0.2063, 0.1694, 0.2509, 0.2678, 0.2461, 0.2600], "molar_mass_g_mol": 121.20, "de_lowest_kj_mol": 576.1, "fmax_ha_per_bohr": 0.08490, "smiles": "C=[S@](C)(=O)N(C)C", "orbital_gap_ev": 9.2, "energy_ha": -686.989922, "total_charge": 0}

No. 5
{"formula": "C4H11NOS", "method": "wB97M-V/def2-TZVPD", "elements": ["C", "C", "C", "C", "N", "O", "S", "H", "H", "H", "H", "H", "H", "H", "H", "H", "H", "H"], "coordinates": [[-1.69976, 0.55349, -0.98650], [0.89747, 0.53541, -0.93590], [0.86302, -0.92488, 2.33578], [-0.41729, 0.66974, -0.21286], [-0.13581, -1.97060, -0.16297], [-1.99445, -0.90147, 1.76469], [-0.39004, -0.88512, 0.81105], [-2.22305, 1.37836, -1.49020], [-1.49775, 0.00331, -1.90859], [-2.29052, -0.03993, -0.33367], [1.67705, 0.11789, -0.23737], [1.21875, 1.46871, -1.38650], [0.84556, -0.12530, -1.87097], [1.48039, -0.04128, 2.09648], [0.05514, -0.79312, 3.03345], [1.43119, -1.79234, 2.56680], [-0.36615, 1.56317, 0.32461], [-0.24130, -2.91420, 0.05158]], "nbo_charge": [-0.6491, -0.6286, -0.7944, -0.3526, -1.1686, -0.5046, 1.4218, 0.2387, 0.2251, 0.2381, 0.2151, 0.2157, 0.2344, 0.2173, 0.2360, 0.2275, 0.2344, 0.3938], "molar_mass_g_mol": 121.20, "de_lowest_kj_mol": 288.6, "fmax_ha_per_bohr": 0.07185, "orbital_gap_ev": [6.2, 7.9], "spin_multiplicity": 3, "energy_ha": -686.869201, "total_charge": 0}

No. 6
{"formula": "C4H11NOS2", "method": "wB97M-V/def2-TZVPD", "elements": ["N", "C", "C", "O", "C", "S", "S", "C", "H", "H", "H", "H", "H", "H", "H", "H", "H", "H", "H"], "coordinates": [[-1.24402, 0.52304, -0.00558], [-0.03413, 0.99883, 0.66554], [-0.14211, 0.96875, 2.17686], [-0.24223, -0.34935, 2.68164], [1.21662, 0.30917, 0.16371], [1.70264, 0.44681, -1.58037], [0.16703, 0.21071, -2.88327], [-0.24651, -1.54983, -2.77056], [-1.18044, -0.45819, -0.28040], [-2.05370, 0.46968, 0.60217], [-0.02925, 2.05320, 0.35390], [-1.01834, 1.49411, 2.55036], [0.59222, 1.64521, 2.65322], [0.60398, -0.70529, 2.96997], [2.07598, 0.47268, 0.81600], [1.10084, -0.77353, 0.31806], [0.08870, -2.13553, -1.92220], [-1.34188, -1.62458, -2.78649], [-0.01540, -1.99590, -3.72256]], "nbo_charge": [-0.8267, -0.0997, -0.0820, -0.7273, -0.5642, 0.0863, 0.1330, -0.7772, 0.3470, 0.3606, 0.1964, 0.1816, 0.1719, 0.4732, 0.2409, 0.2082, 0.2328, 0.2213, 0.2239], "molar_mass_g_mol": 153.27, "de_lowest_kj_mol": 173.0, "fmax_ha_per_bohr": 0.03642, "smiles": "CSSC[C@@H](N)CO", "orbital_gap_ev": 8.8, "energy_ha": -1085.338596, "total_charge": 0}

No. 7
{"formula": "C4H11NP", "method": "wB97M-V/def2-TZVPD", "elements": ["C", "C", "C", "C", "N", "P", "H", "H", "H", "H", "H", "H", "H", "H", "H", "H", "H"], "coordinates": [[-0.04097, -0.14961, -1.17430], [0.84540, 0.39391, -0.10379], [0.43532, 1.63200, 0.60622], [-2.06909, -1.03522, 0.35231], [-0.58636, -0.91054, -0.02886], [2.29638, -0.59222, 0.25451], [-0.72704, 0.43652, -1.58678], [0.51676, -0.80175, -1.78779], [0.68341, 1.71119, 1.75622], [-0.67647, 1.88747, 0.51674], [1.20738, 2.36650, 0.29971], [-2.31627, -0.44689, 1.28741], [-2.62554, -0.42632, -0.42049], [-2.44689, -2.05503, 0.41760], [-0.18159, -1.84779, -0.11649], [3.13822, 0.30832, 0.77824], [2.54733, -0.47054, -1.05046]], "nbo_charge": [-0.2723, 0.0748, -0.7281, -0.4251, -0.4919, 0.4529, 0.2296, 0.2177, 0.2734, 0.2585, 0.2926, 0.2309, 0.2139, 0.2510, 0.4066, 0.0199, -0.0045], "molar_mass_g_mol": 104.11, "de_lowest_kj_mol": 289.0, "fmax_ha_per_bohr": 0.08613, "orbital_gap_ev": 9.7, "energy_ha": -554.743651, "total_charge": 1}

No. 8
{"formula": "C4H11NP", "method": "wB97M-V/def2-TZVPD", "elements": ["C", "C", "C", "C", "N", "P", "H", "H", "H", "H", "H", "H", "H", "H", "H", "H", "H"], "coordinates": [[-0.98897, -0.84048, 0.31427], [0.26208, -0.07852, 0.15672], [1.11990, 0.03885, -1.04828], [-1.72650, 1.33812, -0.65685], [-0.98246, 0.64077, 0.36446], [1.95053, -0.63632, 2.75259], [-1.49548, -1.42321, -0.43431], [-1.13005, -1.27561, 1.26454], [1.23374, -0.90129, -1.48205], [2.06337, 0.51549, -0.84107], [0.61157, 0.65634, -1.75854], [-2.23231, 0.64108, -1.14479], [-2.36465, 2.18799, -0.20588], [-1.00269, 1.77269, -1.38596], [-1.24170, 1.01446, 1.31309], [2.62007, 0.15367, 1.67429], [2.53927, -1.83863, 2.53390]], "nbo_charge": [-0.2869, 0.3576, -0.7039, -0.4141, -0.4048, 0.1091, 0.2550, 0.2500, 0.2575, 0.2693, 0.2382, 0.2155, 0.2600, 0.2305, 0.4600, -0.0524, -0.0404], "molar_mass_g_mol": 104.11, "de_lowest_kj_mol": 73.0, "fmax_ha_per_bohr": 0.10549, "orbital_gap_ev": [8.9, 7.7], "spin_multiplicity": 3, "energy_ha": -554.647686, "total_charge": 1}